Record 1
65
Properties=species:S:1:pos:R:3 method="wB97M-V/def2-TZVPD" lumo_ev="0.5 / 0.5" orbital_gap_ha="0.27880 / 0.28086" energy_ev=-80624.41795 multiplicity=2 max_force_ev_per_a=0.57
Ti 0.3066 0.8319 0.1322
C 4.2483 -0.8638 -2.3410
Si 2.4126 -0.5343 -2.1180
C 1.9971 0.9215 -3.2411
C 1.5492 -2.0896 -2.7416
N 1.8590 -0.1795 -0.5124
C 2.5439 -0.0587 0.7164
C 3.9378 0.0834 0.7981
C 4.5991 0.2217 1.9992
C 3.8688 0.2713 3.1811
C 2.4954 0.1875 3.1339
C 1.7852 -0.0040 1.9330
N 0.3761 -0.0881 1.8983
Si -0.5550 -0.1872 3.3657
C -0.3520 1.3419 4.4593
C -0.1224 -1.7634 4.2940
C -2.3825 -0.2825 2.9319
H 4.3869 -1.1924 -3.3762
H 4.6215 -1.6577 -1.6933
H 4.8684 0.0221 -2.2035
H 1.8865 0.6115 -4.2829
H 2.8104 1.6504 -3.1985
H 1.0935 1.4587 -2.9494
H 1.7196 -2.2310 -3.8115
H 0.4711 -2.0911 -2.5741
H 1.9489 -2.9641 -2.2226
H 4.5113 0.0755 -0.1139
H 5.6783 0.3020 2.0131
H 4.3693 0.3870 4.1337
H 1.9441 0.2512 4.0622
H 0.4001 2.0220 4.0577
H -0.0639 1.0824 5.4802
H -1.2908 1.8977 4.5155
H 0.9518 -1.9500 4.2923
H -0.6013 -2.6209 3.8161
H -0.4576 -1.7324 5.3328
H -2.7373 0.6093 2.4121
H -2.9378 -0.3324 3.8733
H -2.6553 -1.1707 2.3605
Cl -0.5620 3.1424 1.0998
C 0.7207 2.9217 -0.2320
H 1.6241 3.3691 0.1816
H 0.3680 3.5293 -1.0657
C -1.8388 -1.0778 -0.6890
N -1.5518 0.3504 -1.0399
C -2.7465 1.1662 -0.6572
N -3.9543 0.6882 -1.2980
C -4.1670 -0.7107 -0.9179
N -3.0462 -1.5612 -1.3281
C -2.8776 -1.4446 -2.7779
N -2.6356 -0.0571 -3.1856
C -1.4367 0.4235 -2.5278
C -3.7721 0.7550 -2.7476
H -1.9280 -1.1422 0.3943
H -0.9780 -1.6735 -0.9971
H -2.5501 2.2014 -0.9402
H -2.8573 1.1209 0.4253
H -5.0802 -1.0729 -1.3921
H -4.2816 -0.7717 0.1658
H -3.7797 -1.8051 -3.2740
H -2.0334 -2.0622 -3.0900
H -1.2587 1.4652 -2.8033
H -0.5807 -0.1756 -2.8377
H -4.6767 0.3930 -3.2382
H -3.6048 1.7932 -3.0399

***

Record 2
74
Properties=species:S:1:pos:R:3 method="wB97M-V/def2-TZVPD" lumo_ev="4.5 / 4.5" orbital_gap_ha="0.19568 / 0.19291" energy_ev=-100236.05409 total_charge=-2 multiplicity=4 max_force_ev_per_a=5.88
Co -6.5288 -17.0302 -16.7386
C -8.7530 -15.1605 -18.7796
O -9.7759 -16.2509 -18.8897
O -7.6244 -15.7766 -18.1164
C -8.5791 -14.3369 -20.2157
F -9.7756 -14.1550 -20.5981
F -8.0358 -13.1218 -20.2597
F -8.0033 -15.0399 -21.3302
C -9.6108 -17.2114 -19.9742
C -10.7543 -18.1757 -19.9035
H -11.6588 -17.5675 -19.8920
H -10.7039 -18.8372 -20.7684
H -10.7575 -18.8112 -19.0180
H -8.6748 -17.7695 -20.0008
H -9.6840 -16.7287 -20.9488
H -9.1938 -14.3451 -18.2060
C -6.1771 -19.5483 -18.8947
O -7.4631 -19.9867 -18.4176
O -5.6705 -18.5789 -17.9861
C -5.1332 -20.7186 -19.3687
F -5.1395 -21.0566 -20.6301
F -3.8799 -20.5234 -19.1022
F -5.5589 -21.7734 -18.7182
C -8.2208 -20.9158 -19.2059
C -9.4179 -21.1081 -18.3589
H -9.6255 -20.3007 -17.6566
H -10.2412 -21.3701 -19.0234
H -9.2881 -22.0545 -17.8339
H -7.8057 -21.8754 -19.5141
H -8.6480 -20.4834 -20.1107
H -6.3944 -19.0494 -19.8392
C -8.0730 -15.1009 -13.8697
O -7.1469 -14.0407 -13.4482
O -7.1544 -15.6759 -14.8152
C -8.6126 -15.8511 -12.6074
F -9.3489 -16.9561 -12.7470
F -7.6896 -16.3410 -11.8165
F -9.2663 -15.0494 -11.8434
C -7.7720 -12.8928 -12.8788
C -6.6192 -12.0994 -12.2629
H -6.9792 -11.3701 -11.5372
H -5.9645 -12.6279 -11.5699
H -5.9236 -11.5371 -12.8858
H -8.4388 -12.9283 -12.0173
H -8.1840 -12.1848 -13.5979
H -9.0182 -14.7414 -14.2765
C -3.8879 -14.0463 -18.1269
C -3.7136 -15.2491 -17.3331
C -2.5136 -15.1967 -16.4866
O -4.8529 -15.5481 -16.5086
H -3.0147 -13.9060 -18.7641
H -3.7612 -13.1668 -17.4958
H -4.7958 -14.0855 -18.7289
H -3.5156 -16.0504 -18.0450
H -1.6953 -14.9728 -17.1710
H -2.2069 -16.1728 -16.1110
H -2.4381 -14.4210 -15.7245
C -8.7233 -20.2554 -15.0197
C -7.8733 -18.9953 -15.0461
C -6.4183 -19.4310 -14.9861
O -5.6196 -18.2857 -15.1446
C -4.3022 -18.4523 -14.5339
N -8.1486 -18.3374 -16.2744
H -9.7698 -19.9577 -14.9546
H -8.6529 -20.6327 -13.9995
H -8.6271 -21.0862 -15.7187
H -8.1018 -18.3478 -14.1996
H -6.1274 -20.2140 -15.6863
H -6.1854 -19.8856 -14.0232
H -3.8637 -17.4692 -14.7050
H -3.5844 -19.0970 -15.0410
H -4.2157 -18.6297 -13.4620
H -9.0959 -18.0033 -16.3791
H -8.1682 -19.0224 -17.0164